Entry 1:
This record from OMol25 describes 2 unconnected molecules or ions with the total composition C4H6O2 in a non-equilibrium geometry. The level of theory is wB97M-V/def2-TZVPD.

Structure (XYZ):
```
12
Properties=species:S:1:pos:R:3:lowdin_charge:R:1
O 1.46 -0.78 1.14 -0.106
C 0.61 -0.42 0.20 -0.542
C -0.93 -0.66 0.26 -0.008
C -1.05 0.88 0.13 -0.363
O -1.95 1.65 0.34 0.113
C 0.42 1.04 -0.30 -0.009
H 1.53 -1.27 -0.15 0.196
H 1.01 -1.13 -1.00 0.198
H -1.28 -1.13 1.18 0.131
H -1.35 -1.16 -0.61 0.130
H 0.49 1.16 -1.40 0.131
H 1.03 1.79 0.20 0.131
```

As for the largest force on an atom: 1.1 eV/A. As for the net charge: 0. The calculation puts the energy above the lowest of the compared OMol25 structures with the same formula, charge and spin at 509.0 kJ/mol.


Entry 2:
This record from OMol25 describes a single C5H5NO molecule in a non-equilibrium geometry. The level of theory is wB97M-V/def2-TZVPD.

Structure (XYZ):
```
12
Properties=species:S:1:pos:R:3:lowdin_charge:R:1
N 0.13 2.70 -0.34 0.159
C -0.36 1.66 -0.24 -0.200
C -0.92 0.33 -0.10 -0.275
C -0.58 -0.43 1.16 -0.077
C 0.05 -0.81 -0.18 -0.164
C 1.64 -0.35 -0.84 -0.128
O 1.82 -0.18 -2.00 0.110
H -1.91 0.22 -0.54 0.137
H -0.02 0.10 1.93 0.108
H -1.39 -1.04 1.58 0.110
H -0.30 -1.74 -0.61 0.118
H 1.83 -0.45 0.20 0.102
```

As for the largest force on an atom: 5.0 eV/A. As for the net charge: 0. The calculation puts the energy above the lowest of the compared OMol25 structures with the same formula, charge and spin at 360.0 kJ/mol. Its SMILES is N#C[C@@H]1C[C@@H]1C=O.


Entry 3:
This record from OMol25 describes 3 unconnected molecules or ions with the total composition C23H46BrF2N3O5PSi in a non-equilibrium geometry. The level of theory is wB97M-V/def2-TZVPD.

Structure (XYZ):
```
82
Properties=species:S:1:pos:R:3:lowdin_charge:R:1
C -3.76 -5.07 1.93 -0.224
Si -3.90 -3.15 1.71 0.567
C -4.83 -2.54 3.31 -0.223
C -4.79 -2.64 0.09 -0.260
C -5.85 -1.43 0.33 -0.185
C -7.36 -1.91 0.57 -0.602
F -7.49 -3.16 1.28 -0.054
F -7.93 -2.10 -0.77 -0.064
N -8.13 -0.80 1.15 -0.249
P -7.70 -0.52 2.81 0.427
O -9.15 -0.08 3.63 -0.438
Br -6.39 1.37 2.90 0.045
C -2.17 -2.28 1.81 -0.215
C -2.22 -0.71 1.64 -0.043
C -0.85 0.02 1.76 -0.074
C 0.48 -0.76 2.03 -0.085
C 0.49 -2.31 2.15 -0.079
C -0.86 -3.08 2.04 -0.078
H -4.77 -5.58 1.72 0.044
H -3.54 -5.27 3.05 0.033
H -2.91 -5.51 1.31 0.022
H -5.95 -2.74 3.28 -0.003
H -4.55 -1.45 3.55 0.026
H -4.41 -3.16 4.19 0.038
H -5.24 -3.54 -0.44 0.081
H -4.00 -2.20 -0.63 0.077
H -5.86 -0.81 -0.64 0.120
H -5.43 -0.76 1.15 0.030
H -9.57 -0.88 4.00 0.025
H -3.19 -0.14 1.46 0.092
H -0.79 1.15 1.65 0.084
H 1.47 -0.18 2.15 0.064
H 1.45 -2.90 2.34 0.072
H -0.89 -4.21 2.13 0.074
C 3.64 1.55 0.00 -0.108
O 4.15 1.48 1.32 -0.195
C 4.33 0.15 1.78 -0.221
C 5.82 -0.18 1.92 -0.206
N 6.46 -0.29 0.60 -0.053
C 7.92 -0.35 0.66 -0.199
C 8.65 0.89 1.21 -0.224
O 8.55 2.04 0.38 -0.182
C 7.38 2.81 0.59 -0.098
H 3.37 2.58 -0.21 0.093
H 4.40 1.24 -0.73 0.078
H 2.74 0.93 -0.11 0.070
H 3.81 -0.59 1.16 0.120
H 3.88 0.10 2.78 0.116
H 5.93 -1.12 2.46 0.122
H 6.28 0.62 2.51 0.100
H 6.19 0.51 0.04 0.065
H 8.26 -0.51 -0.36 0.117
H 8.22 -1.23 1.24 0.115
H 9.72 0.64 1.23 0.118
H 8.38 1.12 2.24 0.108
H 7.04 2.78 1.63 0.089
H 6.58 2.49 -0.08 0.070
H 7.61 3.85 0.34 0.088
C 1.20 1.37 -5.75 -0.116
O 1.37 2.37 -4.76 -0.200
C 0.46 3.46 -4.89 -0.212
C -0.56 3.46 -3.74 -0.211
N -1.50 2.35 -3.88 -0.054
C -2.33 2.14 -2.69 -0.188
C -1.62 1.74 -1.39 -0.223
O -1.03 0.44 -1.42 -0.189
C 0.27 0.41 -1.98 -0.103
H 2.04 0.67 -5.67 0.088
H 0.27 0.81 -5.59 0.076
H 1.21 1.81 -6.75 0.085
H -0.03 3.47 -5.87 0.120
H 1.06 4.37 -4.81 0.117
H -1.11 4.40 -3.76 0.121
H 0.00 3.40 -2.81 0.100
H -0.98 1.49 -4.05 0.065
H -3.04 1.34 -2.94 0.122
H -2.93 3.04 -2.51 0.118
H -2.39 1.69 -0.60 0.116
H -0.90 2.49 -1.05 0.108
H 0.83 1.33 -1.79 0.079
H 0.22 0.20 -3.05 0.070
H 0.80 -0.42 -1.52 0.088
```

As for the largest force on an atom: 5.1 eV/A. As for the net charge: -1. The calculation puts the total energy at -4848.88861 hartree.


Entry 4:
This record from OMol25 describes 2 unconnected molecules or ions with the total composition CHBrF2 in a non-equilibrium geometry. The level of theory is wB97M-V/def2-TZVPD.

Structure (XYZ):
```
5
Properties=species:S:1:pos:R:3:lowdin_charge:R:1
C 1.58 -0.73 -0.10 -0.997
F 1.50 -1.45 -1.19 0.029
F 1.55 -1.61 0.97 -0.083
Br 2.92 0.45 0.01 0.856
H -0.15 0.02 0.46 0.194
```

As for the largest force on an atom: 6.1 eV/A. As for the net charge: 0. The calculation puts the energy above the lowest of the compared OMol25 structures with the same formula, charge and spin at 335.2 kJ/mol.